# C48H49CsF6NPSbTe

A molecular structure, C48H49CsF6NPSbTe at a distorted geometry (wB97M-V/def2-TZVPD, the OMol25 dataset).

Structure (XYZ):
```
108
Properties=species:S:1:pos:R:3:mulliken_spin:R:1
Cs 1.0686 1.7872 0.1276 0.005
C -1.3761 -5.5019 5.2764 -0.001
C -0.8146 -6.2602 4.2582 0.000
C -0.3140 -5.6442 3.1181 -0.010
C -0.3834 -4.2626 2.9713 -0.009
C -0.9142 -3.5075 4.0185 0.019
C -1.4090 -4.1187 5.1610 0.009
P 0.2078 -3.3306 1.5065 0.346
C 0.4743 -4.5866 0.1782 0.011
C 1.6037 -4.5498 -0.6360 0.001
C 1.7725 -5.4712 -1.6622 0.007
C 0.8233 -6.4578 -1.8787 0.012
C -0.3129 -6.4998 -1.0800 -0.004
C -0.4893 -5.5648 -0.0724 -0.001
C 2.0497 -3.1720 2.0636 0.143
C 2.8168 -2.1688 1.4636 0.124
C 4.1248 -1.9345 1.8655 0.024
C 4.6723 -2.6685 2.9082 0.010
C 3.9024 -3.6284 3.5446 0.013
C 2.5988 -3.8762 3.1320 0.000
H -1.7841 -5.9851 6.1554 0.000
H -0.7610 -7.3379 4.3530 0.000
H 0.1459 -6.2494 2.3470 0.000
H -0.9368 -2.4262 3.9349 -0.001
H -1.8230 -3.5140 5.9579 0.000
H 2.3609 -3.7937 -0.4797 -0.014
H 2.6490 -5.4113 -2.2947 0.000
H 0.9620 -7.1837 -2.6702 0.001
H -1.0709 -7.2545 -1.2500 0.000
H -1.4003 -5.5800 0.5149 0.004
H 2.4335 -1.5385 0.6622 0.025
H 4.7060 -1.1633 1.3753 0.002
H 5.6826 -2.4672 3.2373 0.001
H 4.3135 -4.1915 4.3748 0.001
H 2.0271 -4.6402 3.6421 0.008
C 2.7244 2.2716 -4.2428 0.000
C 1.3718 2.9347 -4.1885 0.000
C 1.1415 4.1091 -4.9216 0.000
C -0.1037 4.7111 -4.8407 0.000
C -0.3850 5.9576 -5.6480 0.000
C -1.1113 4.1966 -4.0293 0.000
C -0.9213 3.0230 -3.2309 0.000
C 0.3714 2.4115 -3.4099 0.000
N -1.7270 2.3972 -2.3659 0.000
C -3.0886 2.7123 -1.9997 -0.001
C -3.1136 3.1789 -0.5267 0.000
C -4.5451 3.3224 0.0098 0.000
C -5.3060 4.3506 -0.8321 0.000
C -5.3281 3.8943 -2.2946 0.000
C -6.0603 2.5550 -2.3882 0.000
C -5.3127 1.5218 -1.5433 0.000
C -5.2652 1.9730 -0.0788 -0.001
C -3.8778 1.3892 -2.0677 0.000
C -3.8863 3.7576 -2.8117 0.000
H 3.1346 2.2930 -5.2563 0.000
H 2.6689 1.2310 -3.9133 0.000
H 3.4191 2.7983 -3.5813 0.000
H 1.9315 4.5472 -5.5241 0.000
H 0.5262 6.3295 -6.1213 0.000
H -0.7847 6.7534 -5.0133 0.000
H -1.1204 5.7602 -6.4344 0.000
H -2.0420 4.7399 -4.0032 0.000
H 0.5285 1.4839 -2.8671 0.000
H -2.5805 4.1322 -0.4560 0.000
H -2.5580 2.4417 0.0616 0.000
H -4.5162 3.6557 1.0531 0.000
H -4.8239 5.3300 -0.7513 0.000
H -6.3339 4.4540 -0.4587 0.000
H -5.8536 4.6421 -2.8994 0.000
H -6.0983 2.2215 -3.4311 0.000
H -7.0946 2.6649 -2.0356 0.000
H -5.8275 0.5539 -1.6110 -0.001
H -4.7291 1.2241 0.5136 0.002
H -6.2812 2.0573 0.3300 0.000
H -3.8748 1.0426 -3.1077 0.000
H -3.3184 0.6651 -1.4762 0.001
H -3.4046 4.7318 -2.7245 0.000
H -3.8896 3.4714 -3.8679 0.000
F 1.4308 2.5979 2.2461 0.000
Sb 3.0297 4.6128 0.2520 0.000
F 2.4483 6.3924 0.8318 0.000
F 1.6282 4.9638 -1.0596 0.000
F 4.7491 5.5407 0.3079 0.000
F 3.8630 3.9019 -1.3889 0.000
F 4.1238 1.4654 0.9749 0.000
C -3.8774 -1.9854 -0.4664 0.028
C -2.6598 -1.9377 -1.1375 0.014
C -1.5032 -2.3300 -0.4896 0.047
C -1.5501 -2.8325 0.8097 0.125
C -2.7608 -2.8440 1.4888 0.034
C -3.9207 -2.4167 0.8491 -0.002
H -4.7841 -1.6728 -0.9656 0.001
H -2.6112 -1.5767 -2.1563 0.005
H -0.5526 -2.2551 -1.0081 0.008
H -2.8240 -3.2104 2.5054 0.013
H -4.8612 -2.4248 1.3874 0.001
Te 3.6254 1.7757 2.8345 0.000
C 5.5307 0.9622 3.3968 0.000
C 6.6893 1.1952 2.6531 0.000
C 7.9177 0.7157 3.0880 0.000
C 8.0131 0.0087 4.2829 0.000
C 6.8698 -0.2199 5.0359 0.000
C 5.6389 0.2501 4.5901 0.000
H 6.6224 1.7599 1.7296 0.000
H 8.8093 0.9049 2.5016 0.000
H 8.9752 -0.3510 4.6285 0.000
H 6.9332 -0.7824 5.9610 0.000
H 4.7469 0.0532 5.1784 0.000
```

Summary:
- Lowest unoccupied orbital energy (alpha / beta): 3.28 / 3.12 eV
- Maximum force: 3.34 eV/Å
- <S²>: 0.75
- M: 1167.15 g/mol
- Gap between HOMO and LUMO (alpha / beta): 3.8 / 3.7 eV
- Total charge: -2
- Highest occupied orbital energy (alpha / beta): -0.55 / -0.55 eV
- E: -3382.31006 Ha
- 2S+1: 2